No. 1
Entry from the OMol25 dataset: a structure of composition C9H17I2N5ReS2 in a non-equilibrium geometry (wB97M-V/def2-TZVPD).

DFT total energy: -2095.2577 a.u.
charge: +4
frontier orbital gap (spin up / spin down): 4.70 / 4.82 eV
LUMO energy (spin up / spin down): -16.11 / -16.05 eV
2S+1: 4

Geometry (Å):
Re (0.55, -1.18, -0.59)
I (0.14, -3.58, 0.74)
C (2.17, -4.08, 0.21)
I (3.08, -2.21, -0.40)
H (2.18, -4.78, -0.64)
H (2.71, -4.50, 1.06)
C (-3.47, -2.20, -2.48)
C (-3.17, -0.74, -2.81)
C (-1.74, -0.40, -2.93)
N (-0.82, -0.56, -2.02)
N (0.41, -0.11, -2.33)
C (0.52, 0.39, -3.56)
N (1.61, 0.84, -4.13)
S (-1.07, 0.37, -4.35)
H (-4.53, -2.30, -2.22)
H (-2.86, -2.57, -1.66)
H (-3.33, -2.85, -3.35)
H (-3.60, -0.14, -1.99)
H (-3.72, -0.45, -3.71)
H (2.52, 0.81, -3.66)
H (1.61, 1.21, -5.07)
C (0.78, 0.10, 3.91)
N (0.75, 1.36, 3.23)
C (1.10, 2.61, 3.86)
C (0.91, 3.64, 2.74)
N (0.43, 2.84, 1.64)
C (0.35, 1.56, 1.97)
S (-0.53, 0.36, 1.02)
H (-0.21, -0.14, 4.33)
H (1.48, 0.14, 4.74)
H (1.06, -0.69, 3.21)
H (2.12, 2.57, 4.26)
H (0.44, 2.81, 4.72)
H (1.84, 4.17, 2.46)
H (0.19, 4.43, 3.01)
H (0.11, 3.25, 0.77)



No. 2
Entry from the OMol25 dataset: the molecule C4H8N2 (wB97M-V/def2-TZVPD).

DFT total energy: -266.6250 a.u.
frontier orbital gap: 10.27 eV
LUMO energy: 1.07 eV
structure (SMILES): C1N[C@H]1[C@H]1CN1

Geometry (Å):
C (-0.32, 1.51, 0.90)
N (0.29, 0.61, 1.85)
C (0.78, 0.61, 0.49)
C (0.26, -0.17, -0.68)
C (0.29, -1.61, -1.04)
N (-0.88, -1.02, -0.39)
H (-0.18, 2.59, 0.92)
H (-1.31, 1.20, 0.56)
H (-0.33, -0.16, 2.07)
H (1.80, 0.97, 0.43)
H (0.20, 0.52, -1.53)
H (0.89, -2.31, -0.46)
H (0.16, -1.89, -2.09)
H (-1.64, -0.86, -1.04)



No. 3
Entry from the OMol25 dataset: the molecule C2H5Cl2N in a non-equilibrium geometry (wB97M-V/def2-TZVPD).

DFT total energy: -1054.2607 a.u.
frontier orbital gap: 10.16 eV
LUMO energy: 0.90 eV
structure (SMILES): C[C@@H](Cl)NCl

Geometry (Å):
C (-0.53, -1.12, 0.17)
C (-0.37, 0.31, -0.38)
N (1.00, 0.95, 0.51)
Cl (-1.55, 1.52, -0.12)
Cl (2.38, 0.34, -0.20)
H (-1.08, -1.06, 1.20)
H (0.36, -1.77, 0.35)
H (-1.17, -1.57, -0.48)
H (0.05, 0.38, -1.39)
H (0.92, 2.03, 0.34)



No. 4
Entry from the OMol25 dataset: a structure of composition C25H48P2Pt in a non-equilibrium geometry (wB97M-V/def2-TZVPD).

DFT total energy: -1782.6598 a.u.
charge: +2
frontier orbital gap (spin up / spin down): 7.67 / 4.59 eV
LUMO energy (spin up / spin down): -4.37 / -9.77 eV
2S+1: 5

Geometry (Å):
Pt (0.29, -0.13, 0.23)
C (-1.89, 1.62, -0.08)
C (-2.43, 0.75, -1.04)
C (-1.83, -0.58, 0.76)
C (-1.50, 0.84, 1.08)
C (-2.45, -0.58, -0.55)
C (-1.89, 3.11, -0.12)
H (-1.55, 3.49, -1.09)
H (-1.24, 3.54, 0.65)
H (-2.90, 3.53, 0.05)
C (-1.56, 1.36, 2.48)
H (-1.08, 2.34, 2.54)
H (-1.11, 0.67, 3.19)
H (-2.61, 1.50, 2.77)
C (-2.12, -1.60, 1.81)
H (-3.20, -1.65, 2.02)
H (-1.63, -1.34, 2.75)
H (-1.79, -2.60, 1.50)
C (-3.17, -1.72, -1.15)
H (-4.25, -1.53, -1.18)
H (-3.02, -2.64, -0.58)
H (-2.85, -1.91, -2.18)
C (-3.01, 1.18, -2.33)
H (-4.02, 1.59, -2.20)
H (-3.07, 0.34, -3.02)
H (-2.39, 1.96, -2.80)
C (1.53, 0.37, -2.82)
C (0.46, 1.16, -2.99)
C (-0.14, 1.41, -4.35)
C (-1.06, 0.30, -4.92)
C (-1.08, -0.98, -4.13)
C (0.00, -1.76, -4.02)
C (1.31, -1.43, -4.68)
C (2.17, -0.34, -3.99)
H (0.67, 1.57, -5.08)
H (-0.71, 0.10, -5.95)
H (-0.71, 2.35, -4.31)
H (2.41, 0.40, -4.77)
H (2.06, 0.30, -1.86)
H (0.01, 1.73, -2.16)
H (3.13, -0.78, -3.67)
H (1.90, -2.36, -4.74)
H (-0.05, -2.77, -3.61)
H (1.14, -1.11, -5.72)
H (-2.08, 0.69, -5.02)
H (-2.07, -1.32, -3.81)
P (1.85, 1.71, 0.64)
C (1.67, 2.72, 2.16)
H (2.51, 3.43, 2.22)
H (1.67, 2.11, 3.07)
H (0.74, 3.31, 2.13)
C (3.60, 1.16, 0.75)
H (4.23, 2.01, 1.06)
H (3.95, 0.79, -0.22)
H (3.71, 0.36, 1.50)
C (1.82, 3.00, -0.64)
H (2.05, 2.56, -1.62)
H (2.57, 3.79, -0.40)
H (0.82, 3.45, -0.67)
P (1.15, -2.32, -0.14)
C (-0.11, -3.29, -1.01)
H (0.35, -4.21, -1.43)
H (-0.53, -2.68, -1.82)
H (-0.94, -3.58, -0.34)
C (2.64, -2.29, -1.16)
H (2.37, -2.01, -2.19)
H (3.12, -3.29, -1.15)
H (3.36, -1.55, -0.77)
C (1.57, -3.41, 1.26)
H (1.92, -4.38, 0.89)
H (0.68, -3.59, 1.89)
H (2.35, -2.97, 1.89)
C (0.94, -0.55, 2.20)
H (0.34, -1.38, 2.56)
H (0.79, 0.33, 2.82)
H (2.00, -0.83, 2.19)



No. 5
Entry from the OMol25 dataset: the molecule C4H6S4 in a non-equilibrium geometry (wB97M-V/def2-TZVPD).

DFT total energy: -1748.6931 a.u.
frontier orbital gap: 7.96 eV
LUMO energy: -1.15 eV
structure (SMILES): CC(C(=S)S)C(=S)S

Geometry (Å):
C (-1.67, 0.45, 0.23)
C (-0.35, -0.24, -0.05)
C (0.63, 0.60, -0.97)
C (0.57, -0.87, 0.97)
H (-1.51, 1.45, 0.59)
H (-2.15, -0.16, 1.00)
H (-2.21, 0.30, -0.90)
H (-0.54, -1.06, -0.77)
H (1.55, -1.52, -1.39)
H (1.00, 1.31, 1.32)
S (1.68, -0.32, -2.14)
S (0.66, 2.27, -0.97)
S (1.39, 0.24, 1.97)
S (0.94, -2.43, 1.11)



No. 6
Entry from the OMol25 dataset: a cluster of 5 separate species, C11H26O5 in total in a non-equilibrium geometry (wB97M-V/def2-TZVPD).

DFT total energy: -810.8565 a.u.
frontier orbital gap: 10.08 eV
LUMO energy: 0.75 eV
structure (SMILES): CC(C)=O.CC(C)=O.CC(C)=O.CO.CO

Geometry (Å):
C (28.16, 20.52, 8.41)
C (26.69, 20.76, 8.02)
O (26.39, 21.34, 6.95)
C (25.59, 20.25, 9.04)
H (28.42, 20.71, 9.45)
H (28.88, 21.11, 7.84)
H (28.39, 19.48, 8.15)
H (24.56, 20.47, 8.76)
H (25.82, 20.61, 10.04)
H (25.67, 19.16, 9.08)
C (20.00, 23.31, 3.11)
C (20.57, 23.80, 4.39)
O (21.44, 24.66, 4.40)
C (19.80, 23.32, 5.64)
H (18.92, 23.42, 3.09)
H (20.23, 22.26, 2.91)
H (20.29, 23.98, 2.30)
H (19.99, 23.95, 6.51)
H (20.18, 22.35, 5.94)
H (18.72, 23.25, 5.52)
C (26.60, 23.66, 4.32)
C (26.18, 24.71, 5.36)
O (25.83, 24.45, 6.52)
C (26.27, 26.16, 4.88)
H (27.66, 23.70, 4.08)
H (26.07, 23.80, 3.38)
H (26.31, 22.64, 4.57)
H (25.81, 26.76, 5.67)
H (25.69, 26.19, 3.96)
H (27.30, 26.50, 4.76)
C (24.32, 20.81, 3.17)
O (23.01, 21.19, 3.53)
H (24.22, 20.20, 2.27)
H (24.92, 21.69, 2.95)
H (24.90, 20.23, 3.89)
H (23.04, 21.62, 4.38)
C (22.70, 22.41, 7.19)
O (23.43, 22.45, 5.95)
H (22.19, 23.35, 7.41)
H (21.93, 21.64, 7.19)
H (23.33, 22.03, 7.99)
H (24.36, 22.66, 6.04)